i.
2 unconnected molecules or ions with the total composition C2H6O2S2, computed with ωB97M-V/def2-TZVPD.

```
! RIJCOSX wB97M-V def2-TZVPD def2/J DEFGRID3
* xyz 0 1
O -1.631 -0.736 2.446
C -1.780 -0.489 1.226
O -1.580 -1.228 0.178
H -2.274 0.413 0.939
H -0.619 -1.475 0.406
C 0.758 1.432 -0.430
S 0.796 0.288 -1.882
S 1.425 -1.525 -0.864
H -0.370 1.494 -0.108
H 1.473 1.110 0.275
H 1.169 2.343 -0.701
H 2.633 -1.627 -1.484
*
```

Summary:
SMILES = O=CO.CSS
HOMO-LUMO gap = 9.260 eV
E_HOMO = -9.38 eV



ii.
2 unconnected molecules or ions with the total composition C2H6O2S2, computed with ωB97M-V/def2-TZVPD.

```
! RIJCOSX wB97M-V def2-TZVPD def2/J DEFGRID3
* xyz 0 1
O 4.332 -1.514 0.333
C 3.669 -1.353 -0.649
O 3.013 -0.182 -0.920
H 3.483 -2.125 -1.381
H 3.237 0.292 -0.050
C -3.606 0.869 0.659
S -2.073 1.482 -0.344
S -0.728 0.037 -0.520
H -3.652 1.729 1.372
H -3.453 -0.106 1.114
H -4.459 0.902 -0.009
H 0.236 -0.032 0.395
*
```

Summary:
SMILES = O=CO.CSS
HOMO-LUMO gap = 9.686 eV
E_HOMO = -9.15 eV



Most stable: ii. Least stable: i.



i.
4 unconnected molecules or ions with the total composition CH11NO4, computed with ωB97M-V/def2-TZVPD.

```
! RIJCOSX wB97M-V def2-TZVPD def2/J DEFGRID3
* xyz 1 2
N 1.731 0.462 -0.479
C 0.956 1.629 -0.762
O -0.431 1.582 -1.109
H 1.363 0.277 0.458
H 1.757 -0.123 -1.286
H 0.944 2.328 0.068
H 1.428 2.099 -1.641
H -0.635 2.117 -1.930
H 2.013 -2.923 -0.820
H 0.926 -3.048 0.202
O 1.073 -2.895 -0.721
H -2.394 1.615 1.391
H -1.873 0.852 0.013
O -2.542 0.782 0.815
H -1.684 -0.849 1.839
H -1.557 -2.299 2.163
O -1.075 -1.606 1.800
*
```

Summary:
HOMO-LUMO gap (alpha / beta) = 10.425 / 4.145 eV
E_HOMO (alpha / beta) = -14.31 / -14.31 eV



ii.
5 unconnected molecules or ions with the total composition CH11NO4, computed with ωB97M-V/def2-TZVPD.

```
! RIJCOSX wB97M-V def2-TZVPD def2/J DEFGRID3
* xyz 1 2
C -2.050 2.717 -1.687
N -1.815 1.845 -0.841
H -3.045 3.192 -1.770
H -1.273 3.031 -2.396
H -2.241 1.902 0.117
H -0.631 -0.453 1.555
H -0.107 0.922 2.114
O -0.558 0.108 2.331
H 1.212 0.146 -2.041
H 2.288 0.295 -0.952
O 1.593 -0.294 -1.274
H -0.403 -3.202 0.799
H -0.136 -2.388 -0.479
O -0.311 -2.308 0.462
H 1.757 -1.763 1.035
H 3.115 -1.589 1.800
O 2.605 -2.160 1.229
*
```

Summary:
HOMO-LUMO gap (alpha / beta) = 6.343 / 3.196 eV
E_HOMO (alpha / beta) = -13.16 / -13.16 eV



Most stable: i. Least stable: ii.



i.
A single C12H18BNO3S molecule, computed with ωB97M-V/def2-TZVPD.

```
! RIJCOSX wB97M-V def2-TZVPD def2/J DEFGRID3
* xyz 0 1
C -3.542 1.744 -2.016
C -2.413 2.185 -1.040
C -1.434 3.236 -1.570
S -0.294 3.884 -0.356
C -1.615 0.997 -0.599
O -1.575 -0.052 -1.244
N -0.851 1.194 0.515
C -0.010 0.118 1.057
C 0.920 -0.473 -0.046
C 1.389 -1.924 0.177
C 2.563 -2.333 0.793
C 2.861 -3.666 0.951
C 1.958 -4.631 0.578
C 0.863 -4.242 -0.167
C 0.598 -2.923 -0.381
B 1.171 0.612 2.036
O 1.603 1.919 1.978
O 1.834 -0.271 2.871
H -4.043 2.719 -2.265
H -3.024 1.436 -2.951
H -4.272 0.975 -1.703
H -2.768 2.614 -0.107
H -0.873 2.758 -2.406
H -1.893 4.118 -2.004
H -0.174 5.132 -0.829
H -1.174 1.969 1.153
H -0.614 -0.656 1.550
H 1.852 0.092 -0.076
H 0.448 -0.331 -0.974
H 3.243 -1.561 1.190
H 3.727 -3.995 1.543
H 2.171 -5.688 0.751
H 0.261 -5.055 -0.577
H -0.324 -2.664 -0.894
H 1.137 2.621 1.449
H 2.298 0.143 3.612
*
```

Summary:
SMILES = C[C@H](CS)C(=O)N[C@@H](Cc1ccccc1)B(O)O
HOMO-LUMO gap = 9.132 eV
E_HOMO = -8.79 eV



ii.
A single C12H18BNO3S molecule, computed with ωB97M-V/def2-TZVPD.

```
! RIJCOSX wB97M-V def2-TZVPD def2/J DEFGRID3
* xyz 0 1
C -2.961 -1.391 2.620
C -1.545 -0.966 2.337
C -1.096 0.078 3.357
S 0.554 0.693 3.139
C -1.435 -0.383 0.921
O -2.283 0.379 0.532
N -0.376 -0.743 0.137
C -0.428 -0.704 -1.329
C 0.927 -0.489 -1.943
C 1.548 0.847 -1.753
C 1.538 1.512 -0.513
C 2.177 2.734 -0.356
C 2.909 3.294 -1.382
C 2.985 2.637 -2.588
C 2.292 1.408 -2.781
B -1.105 -2.138 -1.662
O -0.368 -3.129 -2.304
O -2.374 -2.192 -1.110
H -3.080 -1.864 3.601
H -3.290 -2.108 1.862
H -3.616 -0.515 2.574
H -0.875 -1.839 2.395
H -1.307 -0.333 4.359
H -1.730 0.970 3.293
H 0.958 -0.604 3.096
H 0.294 -1.440 0.489
H -1.129 0.071 -1.662
H 1.591 -1.245 -1.547
H 0.868 -0.696 -3.032
H 1.047 1.043 0.322
H 2.026 3.261 0.562
H 3.391 4.214 -1.174
H 3.525 3.052 -3.410
H 2.355 0.971 -3.753
H 0.542 -3.038 -2.642
H -2.529 -1.345 -0.654
*
```

Summary:
SMILES = C[C@H](CS)C(=O)N[C@@H](Cc1ccccc1)B(O)O
HOMO-LUMO gap = 9.311 eV
E_HOMO = -9.02 eV



Most stable: ii. Least stable: i.



i.
9 unconnected molecules or ions with the total composition C6H29NO9, computed with ωB97M-V/def2-TZVPD.

```
! RIJCOSX wB97M-V def2-TZVPD def2/J DEFGRID3
* xyz 0 1
C 1.669 4.306 -0.436
C 1.457 3.225 -1.425
C 2.580 2.251 -1.072
C 2.666 1.025 -2.055
N 2.257 1.572 0.299
C 2.874 0.410 0.725
C 2.263 -0.167 1.948
O 3.895 -0.034 0.269
H 0.700 4.884 -0.338
H 2.521 5.084 -0.598
H 1.776 3.812 0.560
H 0.463 2.721 -1.461
H 1.627 3.492 -2.460
H 3.480 2.698 -0.984
H 2.263 0.112 -1.632
H 3.647 0.740 -2.445
H 2.119 1.156 -3.094
H 1.314 1.821 0.681
H 2.335 0.578 2.696
H 1.236 -0.348 1.895
H 2.762 -0.974 2.265
O -2.342 -3.323 3.078
H -2.095 -4.181 3.368
H -1.830 -3.253 2.280
O -3.644 -0.371 1.945
H -3.431 0.034 2.747
H -3.817 -1.327 1.977
O -1.018 -4.112 -0.211
H -1.122 -3.134 -0.174
H -0.198 -4.193 -0.761
O 2.861 -3.473 -0.905
H 3.016 -2.753 -0.297
H 3.888 -3.539 -1.139
O -0.085 -2.125 1.589
H -0.077 -1.403 0.958
H 0.269 -2.863 1.072
O -4.272 0.694 -2.509
H -4.867 0.019 -2.257
H -4.482 1.419 -1.840
O -4.635 1.482 -0.002
H -4.353 0.668 0.504
H -5.518 1.352 -0.279
O -2.585 -1.752 -0.711
H -2.815 -1.330 -1.582
H -2.752 -0.901 -0.185
*
```

Summary:
SMILES = CC[C@H](C)NC(C)=O.O.O.O.O.O.O.O.O
HOMO-LUMO gap = 9.909 eV
E_HOMO = -9.81 eV



ii.
9 unconnected molecules or ions with the total composition C6H29NO9, computed with ωB97M-V/def2-TZVPD.

```
! RIJCOSX wB97M-V def2-TZVPD def2/J DEFGRID3
* xyz 0 1
N 0.110 0.283 1.251
C 1.239 -0.289 0.546
C 1.354 0.021 -0.800
C 2.379 -0.788 -1.521
C 2.191 -2.269 -1.828
C 0.725 -2.679 -1.588
C 0.514 -3.655 -0.471
O -0.317 -3.146 0.584
H 0.392 0.963 1.737
H -0.444 -0.325 1.851
H 1.940 -1.084 0.975
H 0.617 0.669 -1.243
H 2.387 -0.325 -2.547
H 3.441 -0.664 -1.121
H 2.525 -2.353 -2.844
H 2.792 -2.737 -1.110
H 0.249 -3.171 -2.535
H 0.092 -1.775 -1.461
H 1.481 -3.975 0.023
H -0.074 -4.566 -0.987
H -0.296 -2.115 0.651
O 4.141 1.745 -0.451
H 4.174 2.673 -0.475
H 3.540 1.356 0.415
O 1.150 2.336 3.371
H 0.674 2.184 4.152
H 0.537 2.837 2.770
O -4.527 1.021 -1.207
H -4.977 0.238 -1.261
H -4.170 0.959 -0.363
O -0.422 3.252 -0.108
H 0.024 3.712 -0.853
H -0.855 2.394 -0.397
O -1.765 2.136 3.096
H -2.584 2.355 3.255
H -1.477 2.524 2.213
O -1.194 2.913 -2.462
H -1.563 2.221 -1.857
H -1.329 2.533 -3.329
O -2.166 -1.514 1.881
H -1.980 -2.353 1.385
H -2.221 -1.662 2.803
O -2.139 0.427 -0.158
H -2.237 -0.473 -0.597
H -1.932 0.168 0.616
*
```

Summary:
SMILES = N/C=C/CCCCO.O.O.O.O.O.O.O.O
HOMO-LUMO gap = 9.052 eV
E_HOMO = -8.84 eV



iii.
9 unconnected molecules or ions with the total composition C6H29NO9, computed with ωB97M-V/def2-TZVPD.

```
! RIJCOSX wB97M-V def2-TZVPD def2/J DEFGRID3
* xyz 0 1
N -0.291 0.252 2.932
C -0.641 -1.159 3.138
C -0.174 -2.023 1.968
C -1.476 -2.404 1.125
C -2.519 -1.332 0.892
C -2.265 -0.163 -0.124
C -1.114 -0.392 -1.064
O -0.098 0.255 -1.186
H -1.074 0.655 2.397
H -0.373 0.670 3.881
H -0.155 -1.520 4.032
H -1.704 -1.241 3.482
H 0.686 -1.508 1.474
H 0.157 -2.986 2.221
H -1.890 -3.265 1.638
H -1.162 -2.823 0.149
H -3.596 -1.575 0.766
H -2.539 -0.868 1.898
H -2.059 0.749 0.547
H -3.139 0.051 -0.741
H -1.268 -1.073 -1.873
O 1.643 1.822 -3.188
H 1.597 1.090 -2.518
H 2.552 1.974 -3.241
O -0.026 3.124 -0.734
H 0.532 2.822 -0.012
H 0.094 2.794 -1.628
O -1.468 1.880 -3.051
H -0.811 2.297 -3.676
H -1.894 2.448 -2.411
O 3.213 0.639 -1.540
H 3.192 1.344 -0.884
H 4.095 0.569 -1.874
O 1.982 1.133 0.505
H 1.864 0.404 1.158
H 1.205 0.968 -0.041
O -0.125 3.222 2.141
H 0.833 3.579 2.280
H 0.072 2.221 1.905
O 0.028 -2.773 -3.109
H 0.499 -2.451 -2.318
H 0.589 -2.440 -3.780
O 2.092 -1.832 -0.367
H 1.961 -0.959 -0.731
H 2.975 -2.173 -0.437
*
```

Summary:
SMILES = NCCCCCC=O.O.O.O.O.O.O.O.O
HOMO-LUMO gap = 10.188 eV
E_HOMO = -9.94 eV



Most stable: i. Least stable: ii.



i.
A single C4H6FNS2 molecule, computed with ωB97M-V/def2-TZVPD.

```
! RIJCOSX wB97M-V def2-TZVPD def2/J DEFGRID3
* xyz 0 1
N 1.595 -0.916 -2.287
C 1.342 0.246 -1.424
C 0.058 0.146 -0.597
S -1.439 0.185 -1.295
S 0.393 0.103 1.135
C -1.106 -0.312 1.939
C -1.747 0.475 2.784
F -2.921 0.089 3.300
H 0.811 -0.948 -2.887
H 2.420 -0.705 -2.886
H 1.230 1.187 -2.017
H 2.151 0.410 -0.778
H -1.477 -1.305 1.739
H -1.309 1.344 3.273
*
```

Summary:
SMILES = NCC(=S)S/C=C/F
HOMO-LUMO gap = 8.442 eV
E_HOMO = -8.83 eV



ii.
A molecular structure, C4H6FNS2, computed with ωB97M-V/def2-TZVPD.

```
! RIJCOSX wB97M-V def2-TZVPD def2/J DEFGRID3
* xyz 0 1
C 0.010 -1.376 -0.305
C 0.108 0.037 0.493
C -1.051 1.096 0.276
C 1.244 1.013 0.189
H 0.168 -2.011 1.541
H 0.210 -3.417 0.218
H -1.523 1.138 -0.612
H -1.771 1.099 1.123
H 1.674 0.806 -0.770
H 1.814 0.898 1.051
N -0.075 -2.391 0.591
F -0.041 -0.175 1.776
S -0.297 -1.465 -1.928
S 0.200 2.414 0.266
*
```

Summary:
HOMO-LUMO gap = 8.988 eV
E_HOMO = -8.71 eV



Most stable: i. Least stable: ii.



i.
A molecular structure, C3H8OS2, computed with ωB97M-V/def2-TZVPD.

```
! RIJCOSX wB97M-V def2-TZVPD def2/J DEFGRID3
* xyz 0 1
C 2.788 0.623 -0.125
C -2.562 -0.447 -0.310
C -1.561 0.539 0.277
H 4.427 -0.988 0.083
H 1.714 0.829 -0.211
H -3.587 -0.100 -0.138
H -2.462 -1.435 0.154
H -2.409 -0.565 -1.388
H -1.725 0.676 1.349
H -1.671 1.520 -0.187
H 0.142 -1.092 0.629
O 3.634 1.475 -0.121
S 3.094 -1.121 0.001
S 0.177 0.085 -0.015
*
```

Summary:
HOMO-LUMO gap = 9.511 eV
E_HOMO = -8.97 eV



ii.
2 unconnected molecules or ions with the total composition C3H8OS2, computed with ωB97M-V/def2-TZVPD.

```
! RIJCOSX wB97M-V def2-TZVPD def2/J DEFGRID3
* xyz 0 1
C -0.821 0.640 -1.254
C -1.627 -0.151 -0.530
C -1.197 -0.967 0.692
O -2.182 -0.797 1.720
H -1.209 1.116 -2.157
H 0.239 0.866 -1.095
H -2.684 -0.245 -0.772
H -1.068 -2.027 0.422
H -0.162 -0.566 0.877
H -1.779 -1.309 2.482
S 3.127 1.657 -0.802
S 2.712 0.328 0.803
H 4.331 2.095 -0.339
H 2.323 -0.641 -0.049
*
```

Summary:
SMILES = C=CCO.SS
HOMO-LUMO gap = 9.116 eV
E_HOMO = -9.11 eV



Most stable: ii. Least stable: i.